Entry from OMol25: a molecular structure, C12H12MoN4O3Se (wB97M-V/def2-TZVPD).

Each line ends with the natural charge from an NBO analysis.
Cartesian coordinates (Å):
Mo1 1.092 -0.364 -1.717  1.081
Se1 3.578 -0.696 -1.053  -0.122
C1 4.442 0.593 -2.039  0.038
N1 5.000 1.381 -2.669  -0.395
O1 0.866 -2.030 0.136  -0.614
C2 0.647 -1.023 0.812  0.673
N2 0.224 0.130 0.206  -0.706
C3 0.292 1.180 1.119  0.662
O2 0.021 2.329 0.870  -0.558
C4 0.719 0.591 2.435  -0.055
C5 0.939 1.187 3.658  -0.194
C6 1.386 0.371 4.693  -0.187
C7 1.606 -0.989 4.498  -0.197
C8 1.383 -1.586 3.260  -0.152
C9 0.932 -0.771 2.243  -0.161
H1 0.783 2.249 3.797  0.235
H2 1.578 0.800 5.668  0.220
H3 1.963 -1.589 5.324  0.221
H4 1.561 -2.640 3.096  0.233
C10 -4.396 -0.590 -2.584  -0.427
N3 -3.055 -1.136 -2.549  -0.593
C11 -1.952 -0.445 -2.214  0.813
N4 -2.084 0.830 -1.821  -0.802
O3 -0.835 -1.012 -2.325  -0.696
H5 -5.082 -1.379 -2.876  0.229
H6 -4.483 0.227 -3.303  0.204
H7 -4.703 -0.239 -1.596  0.200
H8 -2.875 -2.051 -2.926  0.420
H9 -2.988 1.207 -1.598  0.403
H10 -1.282 1.270 -1.388  0.441
C12 1.445 1.115 -2.803  -0.629
H11 1.761 0.916 -3.836  0.199
H12 1.516 2.166 -2.520  0.214

Values from the calculation:
spin multiplicity: 3
Kohn-Sham gap (spin up / spin down): 7.336 / 8.083 eV
relative energy (zero: lowest compared OMol25 entry of this formula, charge and spin): 0.0000 eV

Entry from OMol25: a single C12H12N2S molecule in a non-equilibrium geometry (wB97M-V/def2-TZVPD).

Each line ends with the natural charge from an NBO analysis.
Cartesian coordinates (Å):
N1 -0.412 1.859 -1.254  -0.500
S1 -0.596 3.500 0.954  0.304
C1 -0.130 2.129 -0.004  0.260
C2 -1.720 -2.954 -0.719  -0.209
C3 -2.450 -2.014 -1.275  -0.224
C4 -0.396 -2.729 -0.396  -0.200
C5 -1.931 -0.780 -1.650  -0.181
C6 0.107 -1.482 -0.623  -0.020
C7 -0.566 -0.542 -1.413  -0.014
N2 0.773 1.297 0.601  -0.459
C8 0.238 2.740 2.399  -0.546
C9 1.142 1.556 1.989  -0.199
C10 1.425 -1.016 -0.128  -0.425
C11 1.462 0.494 -0.457  -0.024
C12 0.371 0.610 -1.525  -0.092
H1 -2.026 -3.972 -0.734  0.207
H2 -3.474 -2.188 -1.370  0.208
H3 0.159 -3.507 0.024  0.203
H4 -2.535 -0.022 -2.164  0.229
H5 -0.473 2.274 3.139  0.225
H6 0.887 3.475 2.911  0.228
H7 0.859 0.586 2.596  0.193
H8 2.176 1.831 2.197  0.196
H9 1.657 -1.296 0.878  0.216
H10 2.181 -1.391 -0.737  0.212
H11 2.455 0.839 -0.785  0.201
H12 0.817 0.702 -2.454  0.209

Values from the calculation:
SMILES: c1ccc2c(c1)C[C@H]1[C@@H]2N=C2SCCN21
Kohn-Sham gap: 8.976 eV
relative energy (zero: lowest compared OMol25 entry of this formula, charge and spin): 1.1921 eV

Entry from OMol25: 2 unconnected molecules or ions with the total composition C12H12N2S in a non-equilibrium geometry (wB97M-V/def2-TZVPD).

Each line ends with the natural charge from an NBO analysis.
Cartesian coordinates (Å):
C1 1.947 1.762 -1.128  0.223
C2 -1.001 -2.555 -1.744  -0.276
C3 -0.558 -2.943 -0.501  -0.205
C4 -1.383 -1.236 -1.887  -0.154
C5 -0.312 -2.118 0.594  -0.283
C6 -1.162 -0.307 -0.839  -0.130
C7 -1.296 1.098 -0.737  -0.305
C8 -0.592 -0.778 0.386  0.209
C9 -0.789 1.533 0.446  0.189
C10 -0.735 2.881 1.037  -0.639
C11 2.793 -0.446 -1.041  -0.315
C12 2.114 0.534 -1.592  -0.204
N1 1.886 2.797 -0.700  -0.275
N2 -0.341 0.366 1.088  -0.560
S1 1.352 0.403 -3.338  -0.014
H1 -1.144 -3.151 -2.582  0.214
H2 -0.206 -3.919 -0.340  0.202
H3 -1.711 -0.983 -3.019  0.212
H4 0.372 -2.341 1.416  0.210
H5 0.050 3.455 0.815  0.242
H6 -1.614 3.456 0.795  0.231
H7 -0.634 2.803 2.122  0.212
H8 2.983 -1.348 -1.628  0.219
H9 3.203 -0.305 -0.047  0.218
H10 -1.795 1.628 -1.514  0.225
H11 0.186 0.275 2.044  0.409
H12 1.726 -0.903 -3.703  0.146

Values from the calculation:
SMILES: Cc1cc2ccccc2[nH]1.C=C(S)C#N
Kohn-Sham gap: 8.024 eV
relative energy (zero: lowest compared OMol25 entry of this formula, charge and spin): 2.5903 eV

Entry from OMol25: a single C12H12P2 molecule in a non-equilibrium geometry (wB97M-V/def2-TZVPD).

Each line ends with the natural charge from an NBO analysis.
Cartesian coordinates (Å):
C1 3.732 -0.721 0.148  -0.205
C2 3.100 0.083 1.101  -0.210
C3 3.119 -1.012 -1.034  -0.201
C4 1.911 0.715 0.738  -0.178
C5 1.845 -0.556 -1.302  -0.166
C6 1.258 0.373 -0.443  -0.142
C7 -2.393 1.773 -0.751  -0.206
C8 -0.923 1.708 -0.864  -0.296
C9 -3.121 1.129 0.155  -0.169
C10 -0.179 0.629 -0.592  0.136
C11 -2.488 0.192 1.136  -0.501
C12 -1.516 -0.784 0.386  -0.607
P1 -2.196 -1.905 -0.812  0.324
P2 -0.890 -2.384 0.900  0.309
H1 4.658 -1.156 0.145  0.212
H2 3.637 0.620 1.871  0.218
H3 3.638 -1.658 -1.714  0.210
H4 1.383 1.210 1.514  0.214
H5 1.249 -0.739 -2.062  0.208
H6 -2.924 2.518 -1.305  0.210
H7 -0.411 2.660 -1.247  0.223
H8 -4.119 1.426 0.221  0.209
H9 -2.039 0.671 2.130  0.237
H10 -3.300 -0.403 1.708  0.225
H11 -3.385 -2.133 -0.102  -0.051
H12 0.354 -2.255 0.073  -0.001

Values from the calculation:
Kohn-Sham gap: 8.671 eV
relative energy (zero: lowest compared OMol25 entry of this formula, charge and spin): 4.7890 eV

Entry from OMol25: a molecular structure, C12H13BN6O2Pt in a non-equilibrium geometry (wB97M-V/def2-TZVPD).

Each line ends with the natural charge from an NBO analysis.
Cartesian coordinates (Å):
Pt1 6.875 -9.577 -8.407  1.153
B1 4.477 -11.428 -6.607  0.151
N1 4.742 -11.666 -8.131  -0.226
C1 4.638 -12.800 -8.838  0.098
C2 4.757 -12.502 -10.227  -0.112
C3 5.009 -11.139 -10.263  -0.043
N2 5.169 -10.620 -9.003  -0.232
N3 4.626 -9.844 -6.389  -0.289
C4 3.906 -9.021 -5.675  0.145
C5 4.545 -7.822 -5.566  -0.289
C6 5.761 -7.877 -6.179  0.025
N4 5.876 -9.192 -6.719  -0.350
H1 5.280 -12.182 -6.091  0.023
H2 3.341 -11.770 -6.411  0.022
H3 4.308 -13.694 -8.348  0.273
H4 4.621 -13.118 -11.136  0.283
H5 5.128 -10.520 -11.167  0.264
H6 2.947 -9.320 -5.317  0.267
H7 4.247 -6.965 -4.967  0.276
H8 6.564 -7.134 -6.328  0.267
O1 8.778 -10.352 -8.275  -0.334
N5 9.340 -10.901 -9.279  0.238
N6 8.663 -10.616 -10.432  0.208
O2 7.565 -9.909 -10.317  -0.513
C7 9.118 -11.038 -11.677  0.109
C8 10.323 -11.772 -11.775  -0.116
C9 10.982 -11.894 -12.990  -0.204
C10 10.508 -11.243 -14.093  -0.047
C11 9.363 -10.474 -13.972  -0.185
C12 8.641 -10.345 -12.839  -0.159
H9 10.748 -12.231 -10.896  0.261
H10 11.904 -12.449 -13.093  0.264
H11 11.000 -11.251 -15.066  0.261
H12 9.004 -9.910 -14.829  0.255
H13 7.703 -9.783 -12.714  0.257

Values from the calculation:
spin multiplicity: 5
charge: +2
Kohn-Sham gap (spin up / spin down): 7.268 / 4.905 eV
relative energy (zero: lowest compared OMol25 entry of this formula, charge and spin): 0.0000 eV

Entry from OMol25: a single C12H13BrO molecule in a non-equilibrium geometry (wB97M-V/def2-TZVPD).

Each line ends with the natural charge from an NBO analysis.
Cartesian coordinates (Å):
C1 -3.735 -1.915 0.249  -0.233
C2 -3.459 -1.695 -1.140  -0.215
C3 -2.778 -1.726 1.167  -0.156
C4 -2.242 -1.357 -1.523  -0.178
C5 -0.503 -0.964 1.795  -0.080
C6 -0.077 -0.638 -1.097  -0.080
C7 -1.404 -1.396 0.842  -0.100
C8 -1.154 -1.256 -0.607  -0.182
C9 1.006 -0.681 1.622  -0.583
C10 1.532 -0.257 0.343  0.344
C11 3.643 2.502 -0.391  -0.625
C12 2.367 1.698 -0.740  -0.073
O1 1.997 1.000 0.463  -0.553
Br1 2.962 -1.599 -0.181  -0.090
H1 -4.608 -2.389 0.677  0.222
H2 -4.022 -1.862 -2.088  0.227
H3 -2.928 -1.778 2.322  0.210
H4 -2.161 -0.898 -2.495  0.207
H5 -0.658 -0.957 2.858  0.197
H6 0.209 -0.610 -2.200  0.198
H7 1.249 0.152 2.349  0.245
H8 1.557 -1.683 2.005  0.254
H9 3.503 3.259 0.354  0.217
H10 4.494 1.838 -0.125  0.223
H11 3.951 2.936 -1.389  0.209
H12 2.602 1.023 -1.573  0.200
H13 1.454 2.369 -0.927  0.196

Values from the calculation:
spin multiplicity: 3
Kohn-Sham gap (spin up / spin down): 6.623 / 7.119 eV